Entry from OMol25: a 3-piece molecular cluster, C37H82BN8O14P3S overall in a non-equilibrium geometry (ωB97M-V/def2-TZVPD).

Results
- Frontier orbital gap: 6.502 eV
- Strongest force on any atom: 7.8 eV/Å
- Highest occupied orbital energy: -7.978 eV
- SMILES: [H]/N=C\C[C@@]1(B(O)OC)OS(=O)(=O)[C@H](CCP(=O)(OCC)OCC)[C@](COC(C)=O)(N=C(C)C)[C@H]1CCCCOC(C)=O.CN(C)P(=O)(N(C)C)N(C)C.CN(C)P(=O)(N(C)C)N(C)C
- E_tot: -4397.0562 Ha
- E_LUMO: -0.0542 hartree

The geometry in ORCA input format:
```
! RIJCOSX wB97M-V def2-TZVPD def2/J DEFGRID3
* xyz 0 1
H 2.64967 3.75550 5.52477
H 2.05152 2.14817 5.96628
H 7.47836 -0.21014 5.74880
C -1.63828 -0.05240 1.54171
C -1.85236 -2.38333 -0.82082
H -4.27363 -2.85516 3.46626
H -4.89487 -2.06252 -2.51365
C -3.12250 -0.42310 1.08701
H 0.36247 -0.90895 -3.69073
H -7.10064 -0.36660 -2.61632
C 0.56015 5.31628 1.68856
N -4.05353 3.65031 0.32409
H 6.23425 -6.99731 -5.61190
H -3.38607 -3.98350 -0.60383
H -5.66825 2.34754 0.10535
C -4.84498 -0.92886 -2.56268
H 1.79300 3.31709 2.05425
H 1.32047 -6.44108 -5.48748
H 5.03601 -8.66450 -4.51400
S -5.76135 -1.14736 0.14102
H -3.20538 -1.54706 1.36372
O -7.22821 -1.20361 -0.25364
N 6.20926 1.25323 4.95172
O 3.92957 1.41579 4.38678
C -4.73470 -0.24530 -1.09363
H -5.02954 0.83534 -1.28349
H 0.75503 2.82562 3.49809
H -1.70653 -4.61820 -0.23823
H -5.49590 1.89746 2.65843
C -1.29248 1.40868 2.01751
C 5.52872 -3.87146 -3.39260
C -4.74434 2.61814 0.73859
H 3.33525 1.58758 8.21378
H 2.30684 3.39099 7.21154
H -2.44085 -3.02317 3.86996
H 3.45858 -8.20006 -5.20444
H -6.37717 -1.23098 -4.15360
C 1.59519 -5.44626 -5.85270
C 7.07708 0.77815 6.00327
O -5.38150 -0.04028 4.33433
H 0.28457 2.03178 0.46880
H -2.53200 -3.59148 1.03340
H -8.18855 3.11578 -1.20813
C 4.57029 -5.00381 -1.53678
H -1.30021 1.48751 3.15590
C -2.47772 0.95044 -1.16130
C -1.08023 0.65939 -3.07486
N 4.37737 -4.60812 -2.92697
H -4.36882 4.82710 -3.80228
C 4.17570 -7.99896 -4.39885
C -2.40345 -3.72740 -0.08973
O -1.13956 0.70027 -1.66101
O -7.18708 2.24981 -3.57863
C 0.72525 3.05727 2.37427
O -0.17784 4.18578 2.17014
C -7.65347 3.96876 -1.74869
H -8.41049 4.64410 -2.26537
H 7.65698 1.90021 3.54831
H 4.79871 -6.48654 -6.50610
H 4.91775 -4.16711 -0.92421
H -2.89546 3.81120 -3.40812
C -4.18251 2.89003 -5.05794
B -4.23838 -0.32942 3.48077
C -0.75048 -0.69659 -3.83722
O -5.34483 -2.56942 0.38302
C 4.09417 1.43498 7.44015
P -6.00393 1.20083 -4.20415
H 0.20985 -1.35599 -1.04137
C -4.33591 0.19190 1.90727
H 6.55500 0.62007 6.94433
H -1.00818 -0.62267 -4.94861
O -1.23802 1.69751 -3.75643
H -5.64402 3.09959 -2.28038
H -1.30925 -1.60522 -3.43386
C 5.83399 4.93308 5.00237
O -6.33017 0.97538 -5.70322
H 3.62795 -5.33965 -1.09349
O -3.17445 -1.07268 4.05791
H -0.90872 -0.29289 0.67941
H 0.84000 -4.73709 -5.49586
H 5.34746 -3.35023 -4.32994
H -1.90339 2.26285 1.59047
H 0.07018 -3.09971 -1.82410
C 0.47561 5.85651 0.19204
C -0.23873 -2.39522 -0.98253
H 0.14176 -2.87412 -0.00765
H 1.54874 -5.48299 -6.94525
H 7.33547 0.14658 3.53620
H 6.16671 1.25006 2.84093
N 4.09274 2.52411 6.47103
H 6.66422 5.62622 5.16583
H -3.43141 2.65171 -5.88681
C -3.43132 -2.50060 4.14033
H 6.70712 2.91218 7.52876
H -7.05707 4.63778 -1.02855
C 0.24079 1.73003 1.58188
N 4.58932 -6.58639 -4.38519
O -5.67948 -0.30761 1.55155
C 6.41734 3.83020 7.02131
H -2.94457 4.82865 -4.95270
H 2.86698 -2.96513 -5.16531
H 3.91817 0.45958 6.97619
H -2.41072 1.81467 -0.43143
H 3.69764 -8.26002 -3.44842
C -4.51901 1.76271 2.05223
H -5.04313 0.21346 5.22253
O -4.41320 1.78755 -4.14244
H -5.13818 3.24831 -5.58982
H 0.95031 0.87090 1.80777
H 5.78169 -3.07279 -2.68511
C -6.62478 3.35967 -2.82704
H 1.40929 6.43618 -0.11720
H -6.43395 4.20514 -3.58531
H -4.01272 -0.54811 -3.26145
N -2.68357 -1.51155 -1.28064
C 3.22789 -3.72818 -5.86194
P 3.25181 -5.56493 -3.77275
H 4.29700 -3.59119 -6.02881
C -3.56865 4.16184 -4.25939
H 5.59185 4.28629 7.57902
N 2.94563 -5.08304 -5.40336
O 1.30891 5.89249 2.49749
C -6.21491 -0.46708 -3.31819
C 6.87962 1.13264 3.66262
H 7.28116 4.49802 7.10701
H 5.03432 1.41014 7.99270
H 2.77936 -3.53636 -6.84157
C -3.18940 -0.38460 -0.51725
H 5.29373 -5.82640 -1.45698
H -3.59978 -2.74429 5.25068
H -0.39990 6.59884 0.09383
C 5.36959 -6.32564 -5.58490
N 6.10174 3.62221 5.61677
H 4.91281 5.38060 5.39533
O 2.04580 -4.77294 -3.22974
H -1.30164 -0.77911 2.37168
H -3.31424 3.80540 1.03157
H 5.72040 4.82418 3.91833
H 5.78171 -5.31883 -5.60921
H 0.30509 4.99203 -0.53223
P 4.95494 2.40412 4.97861
H 7.92934 1.44589 6.17359
H -3.09435 1.33207 -2.05745
H 6.41431 -4.50784 -3.50143
H -3.73780 2.29210 2.71516
C 2.70515 2.96854 6.28409
*
```

=====

Entry from OMol25: a 2-piece molecular cluster, C6H14O2 overall in a non-equilibrium geometry (ωB97M-V/def2-TZVPD).

Results
- Frontier orbital gap: 10.260 eV
- Strongest force on any atom: 2.0 eV/Å
- Highest occupied orbital energy: -9.811 eV
- SMILES: CCCCCC=O.O
- E_tot: -387.4480 Ha
- E_LUMO: 0.0165 hartree

The geometry in ORCA input format:
```
! RIJCOSX wB97M-V def2-TZVPD def2/J DEFGRID3
* xyz 0 1
C -2.36535 -1.06280 -1.83822
C 0.01951 1.00348 1.76809
C -1.12028 0.11124 1.29271
H 2.13588 1.00431 2.18894
H -1.22529 0.70887 -2.01241
H -2.97134 0.35420 0.17689
H 4.61322 -1.73360 -1.65444
O -2.87844 -0.93070 -2.92014
C -1.37053 -0.07410 -1.26542
H -0.02855 1.30695 2.81314
H -1.88570 1.60101 0.00153
H -1.88567 0.14303 2.05164
H 1.71212 0.64352 0.49774
H 5.00615 -0.67269 -2.53864
H 1.50761 -0.58434 1.75382
H -0.39123 -0.56051 -1.22407
O 5.43497 -1.38547 -2.03812
H -2.77302 -1.81131 -1.14094
C 1.44467 0.48134 1.53124
C -1.90864 0.50579 0.03727
H -0.14373 1.91734 1.18999
H -0.92638 -0.96557 1.32940
*
```

=====

Entry from OMol25: C26H31Cl4Ge2N3O5SSiSn as an isolated structure in a non-equilibrium geometry (ωB97M-V/def2-TZVPD).

Results
- Frontier orbital gap (alpha / beta): 6.752 / 6.479 eV
- Strongest force on any atom: 2.7 eV/Å
- Highest occupied orbital energy (alpha / beta): -9.859 / -10.836 eV
- E_tot: -8446.0792 Ha
- E_LUMO (alpha / beta): -0.1142 / -0.1601 hartree

The geometry in ORCA input format:
```
! RIJCOSX wB97M-V def2-TZVPD def2/J DEFGRID3
* xyz 1 2
H 1.57504 3.06888 21.98233
C 2.98566 4.45219 14.34138
H 4.17564 7.42151 14.15474
H 0.39703 4.28111 22.29647
N 3.85657 5.45034 14.72134
C 2.19819 8.95021 19.78753
Ge 3.11729 6.33566 20.59500
C 1.79553 7.65271 20.14283
H 8.35642 1.79772 16.92127
N 4.99319 3.62319 14.59031
H 2.62487 6.25718 24.93266
H 7.74299 3.04889 20.70361
S 6.47308 5.70614 15.49644
C -0.46144 8.44668 20.47341
C 7.86893 1.89653 15.95112
C -0.00683 9.71421 20.19323
Cl 2.17124 4.68059 18.19018
O 2.76672 3.66628 17.44035
N 6.79817 2.70060 15.90862
Sn 6.14418 4.04247 17.68881
O 1.08777 4.27470 18.99191
H 7.00667 7.94551 17.80065
C 7.52836 7.74573 19.85810
C 8.07473 3.93840 18.74181
C 8.08849 3.99265 20.26983
H 5.96535 2.22471 12.64533
C 0.44167 7.39362 20.40680
C 5.79336 7.06734 21.33535
C 5.07729 4.93250 14.93534
C 6.65444 7.73694 18.79420
H 9.08994 0.47541 15.04969
H 7.33078 4.75695 20.61141
C 7.11155 7.45513 21.14831
C 3.60284 6.89205 14.90981
Cl 4.20203 0.53561 17.14353
C 5.32990 7.35049 18.97736
H 8.04309 0.67999 12.85930
H 7.83612 7.63963 21.95922
C 6.13758 2.75500 14.70192
Cl 4.08214 1.66578 20.16260
H 3.93739 7.20695 15.88958
H 5.48854 6.78482 22.32563
H 8.57854 8.00053 19.70057
C 8.26325 1.13170 14.90778
H 1.86269 7.12377 23.58965
C 2.74024 6.57035 23.90586
C 4.57546 4.02879 22.79508
H -1.49829 8.32714 20.79651
H 4.59358 3.10049 22.24749
O 9.04992 3.83779 18.07303
O 1.86030 5.86627 17.47361
C 4.89135 7.00805 20.28501
H 2.55742 7.08845 14.79299
H 3.59756 7.24708 23.77356
C 6.53342 2.10668 13.53666
O 3.39237 5.07284 19.12520
H 4.71260 3.85186 23.87879
H 0.09934 6.41037 20.55212
C 1.29836 3.83328 22.68791
Ge 2.87215 5.02664 22.65260
H 1.94290 4.66695 14.19385
H -0.71297 10.55506 20.30822
H 1.49793 10.97696 19.47068
H 3.18902 9.19141 19.42373
Cl 6.92077 0.59551 18.98085
Si 5.25419 1.69254 18.47928
H 1.21036 3.39253 23.69205
H 3.37404 2.29744 13.99443
C 7.64112 1.24429 13.68055
H 4.68009 7.31130 18.12640
H 5.43071 4.64536 22.49006
C 1.27833 9.97541 19.77880
C 3.71086 3.32062 14.23979
H 9.08353 4.24060 20.52986
*
```